[1]
A molecular structure, C48H52F11N5O7S2V, computed with ωB97M-V with the def2-TZVPD basis set.

Geometry as XYZ:
```
126
Properties=species:S:1:pos:R:3
V 0.183 -0.159 -0.391
C 5.895 -3.029 3.844
C 5.235 -3.303 2.492
C 6.283 -3.062 1.397
C 4.805 -4.777 2.458
C 4.012 -2.417 2.247
C 3.374 -2.500 1.009
C 2.232 -1.741 0.775
N 1.468 -1.634 -0.357
C 1.555 -2.446 -1.474
C 2.066 -3.731 -1.577
C 1.982 -4.411 -2.794
C 1.369 -3.775 -3.864
C 0.811 -2.492 -3.795
C 0.910 -1.826 -2.570
O 0.408 -0.639 -2.293
C 0.071 -1.959 -5.024
C 1.007 -1.979 -6.243
C -1.138 -2.872 -5.292
C -0.459 -0.529 -4.879
C 2.528 -5.830 -2.967
C 3.594 -5.845 -4.072
C 3.173 -6.363 -1.686
C 1.387 -6.781 -3.354
C 1.757 -0.867 1.777
O 0.685 -0.175 1.357
C 2.408 -0.709 2.994
C 3.525 -1.535 3.206
C 2.067 0.424 3.962
C 0.562 0.581 4.205
C 2.619 1.715 3.335
C 2.722 0.231 5.336
H 6.760 -3.686 3.968
H 5.209 -3.220 4.672
H 6.240 -1.997 3.919
H 7.185 -3.647 1.601
H 6.557 -2.007 1.353
H 5.913 -3.351 0.414
H 5.669 -5.434 2.589
H 4.327 -5.023 1.509
H 4.087 -4.984 3.254
H 3.791 -3.101 0.218
H 2.465 -4.220 -0.705
H 1.291 -4.310 -4.803
H 1.378 -2.981 -6.463
H 1.868 -1.331 -6.070
H 0.476 -1.614 -7.127
H -0.829 -3.897 -5.509
H -1.710 -2.499 -6.146
H -1.791 -2.892 -4.418
H 0.349 0.181 -4.703
H -1.163 -0.439 -4.055
H -0.965 -0.253 -5.809
H 4.417 -5.176 -3.817
H 3.179 -5.512 -5.024
H 3.994 -6.854 -4.208
H 4.002 -5.730 -1.363
H 3.565 -7.368 -1.862
H 2.453 -6.421 -0.868
H 0.932 -6.486 -4.300
H 0.606 -6.769 -2.593
H 1.758 -7.806 -3.458
H 4.042 -1.450 4.147
H -0.001 0.666 3.280
H 0.383 1.488 4.785
H 0.180 -0.269 4.777
H 2.176 1.895 2.356
H 3.703 1.636 3.217
H 2.388 2.577 3.964
H 2.461 -0.735 5.776
H 2.365 1.016 6.006
H 3.810 0.310 5.293
F -1.214 4.507 -1.261
C -2.292 4.927 -0.607
F -3.373 4.337 -1.139
F -2.409 6.247 -0.812
S -2.175 4.538 1.198
O -2.211 3.107 1.266
O -3.251 5.296 1.767
N -0.790 5.182 1.544
S 0.463 4.340 1.977
O 0.485 4.012 3.375
O 0.919 3.349 1.046
C 1.699 5.708 1.816
F 2.914 5.233 2.140
F 1.767 6.181 0.569
F 1.439 6.734 2.635
F 3.389 3.511 -4.874
C 2.509 3.010 -3.989
C 2.956 2.343 -2.858
F 4.269 2.178 -2.659
C 2.038 1.847 -1.960
F 2.454 1.138 -0.895
C 0.655 1.990 -2.124
O -0.169 1.486 -1.246
C 0.237 2.641 -3.290
F -1.064 2.752 -3.571
C 1.150 3.149 -4.198
F 0.715 3.771 -5.303
N -5.807 -1.880 6.623
C -5.102 -1.834 5.716
C -4.217 -1.792 4.589
C -4.730 -1.668 3.299
C -3.831 -1.658 2.243
N -2.519 -1.758 2.413
C -2.038 -1.864 3.643
C -2.840 -1.889 4.774
H -5.793 -1.583 3.128
H -4.164 -1.573 1.213
H -0.959 -1.930 3.728
H -2.413 -1.974 5.763
C -2.969 0.698 -1.265
C -2.634 -0.746 -1.067
C -3.417 -1.821 -1.426
C -2.765 -2.988 -0.951
C -1.613 -2.578 -0.321
C -0.704 -3.430 0.508
N -1.516 -1.204 -0.394
H -4.056 0.802 -1.287
H -2.569 1.103 -2.194
H -2.599 1.327 -0.455
H -4.363 -1.757 -1.944
H -3.113 -4.009 -1.013
H -1.297 -4.014 1.215
H -0.012 -2.826 1.090
H -0.117 -4.123 -0.100
```

Values from the calculation:
- Total charge: -2
- Orbital gap (spin up / spin down): 6.1 / 6.3 eV
- 2S+1: 2
- <S²>: 0.766
- Relative energy (zero: lowest compared OMol25 entry of this formula, charge and spin): 0.00 kJ/mol

Here are the Löwdin charges for atoms 1 to 99, given in e: V 1.183; C -0.077; C -0.557; C -0.054; C -0.049; C -0.176; C 0.031; C -0.197; N -0.014; C -0.182; C 0.013; C -0.180; C -0.013; C -0.081; C -0.234; O -0.152; C -0.527; C -0.056; C -0.045; C -0.047; C -0.558; C -0.057; C -0.075; C -0.054; C -0.247; O -0.153; C -0.085; C 0.009; C -0.515; C -0.039; C -0.035; C -0.074; H 0.076; H 0.081; H 0.086; H 0.076; H 0.091; H 0.072; H 0.077; H 0.069; H 0.087; H 0.091; H 0.082; H 0.094; H 0.066; H 0.087; H 0.077; H 0.071; H 0.077; H 0.087; H 0.082; H 0.086; H 0.084; H 0.087; H 0.072; H 0.075; H 0.079; H 0.078; H 0.085; H 0.073; H 0.088; H 0.075; H 0.077; H 0.077; H 0.084; H 0.068; H 0.064; H 0.091; H 0.075; H 0.083; H 0.082; H 0.073; F 0.140; C -0.665; F 0.122; F 0.116; S 0.563; O -0.283; O -0.294; N -0.299; S 0.576; O -0.287; O -0.275; C -0.669; F 0.113; F 0.125; F 0.118; F 0.089; C -0.148; C -0.136; F 0.109; C -0.128; F 0.113; C -0.264; O -0.135; C -0.151; F 0.111; C -0.148; F 0.102

=====

[2]
A molecular structure, C48H52N3O2P2Pt, computed with ωB97M-V with the def2-TZVPD basis set.

Geometry as XYZ:
```
108
Properties=species:S:1:pos:R:3
Pt -0.236 1.306 -0.213
N 0.322 5.815 1.617
C 0.172 4.722 0.844
O 1.034 4.357 0.071
C -1.131 3.966 1.013
C -1.393 3.080 -0.202
H 1.156 6.375 1.532
H -0.396 6.136 2.242
H -1.959 4.668 1.167
H -1.047 3.375 1.932
H -1.055 3.589 -1.119
H -2.466 2.922 -0.299
C -2.627 -4.996 1.843
C -2.546 -4.820 0.314
C -2.958 -6.123 -0.376
C -3.460 -3.663 -0.055
C -4.790 -3.794 -0.434
C -5.565 -2.679 -0.711
C -5.021 -1.407 -0.674
C -3.694 -1.250 -0.307
P -2.743 0.324 -0.301
C -3.280 0.972 -1.914
C -4.031 2.109 -2.184
C -4.237 2.495 -3.498
C -3.685 1.775 -4.544
C -2.939 0.636 -4.283
C -2.744 0.241 -2.976
C -3.566 1.151 1.097
C -2.786 1.289 2.242
C -3.312 1.872 3.379
C -4.626 2.313 3.381
C -5.415 2.148 2.253
C -4.891 1.565 1.112
C -2.951 -2.372 0.038
O -1.658 -2.111 0.399
C -0.764 -3.080 0.055
C 0.515 -2.622 -0.243
C 1.490 -3.550 -0.587
C 1.169 -4.893 -0.628
C -0.120 -5.325 -0.366
C -1.120 -4.424 -0.031
P 0.834 -0.824 -0.060
C 1.504 -0.801 1.638
C 1.299 0.388 2.337
C 1.577 0.475 3.684
C 2.038 -0.642 4.362
C 2.221 -1.834 3.682
C 1.964 -1.921 2.324
C 1.955 -0.600 -1.488
C 3.256 -1.061 -1.626
C 3.940 -0.842 -2.809
C 3.330 -0.188 -3.866
C 2.022 0.251 -3.744
C 1.346 0.061 -2.556
H -3.643 -5.261 2.128
H -2.363 -4.067 2.347
H -1.947 -5.779 2.171
H -3.971 -6.398 -0.097
H -2.310 -6.940 -0.069
H -2.912 -6.019 -1.458
H -5.236 -4.773 -0.520
H -6.602 -2.811 -0.975
H -5.619 -0.554 -0.950
H -4.453 2.705 -1.386
H -4.824 3.378 -3.707
H -3.842 2.096 -5.563
H -2.508 0.069 -5.095
H -2.157 -0.641 -2.751
H -1.759 0.937 2.209
H -2.701 1.982 4.263
H -5.037 2.778 4.264
H -6.445 2.473 2.266
H -5.514 1.445 0.239
H 2.489 -3.229 -0.833
H 1.931 -5.619 -0.865
H -0.332 -6.380 -0.423
H 0.915 1.252 1.789
H 1.406 1.401 4.212
H 2.249 -0.583 5.418
H 2.549 -2.710 4.220
H 2.105 -2.862 1.812
H 3.755 -1.571 -0.814
H 4.959 -1.191 -2.908
H 3.874 -0.016 -4.781
H 1.529 0.733 -4.574
H 0.330 0.447 -2.439
C 6.713 1.678 -1.444
C 6.095 2.255 -0.168
N 4.762 1.752 0.099
C 4.705 0.495 0.813
C 5.003 0.643 2.307
C 3.633 2.350 -0.340
C 3.796 3.707 -0.973
N 2.474 1.803 -0.214
H 7.703 2.103 -1.592
H 6.105 1.909 -2.317
H 6.815 0.599 -1.368
H 6.084 3.341 -0.231
H 6.719 1.982 0.686
H 5.424 -0.203 0.368
H 3.694 0.112 0.683
H 6.059 0.823 2.498
H 4.710 -0.266 2.824
H 4.428 1.472 2.708
H 4.204 4.412 -0.249
H 2.828 4.081 -1.286
H 4.455 3.662 -1.836
H 1.746 2.444 -0.553
```

Values from the calculation:
- Total charge: +1
- Orbital gap: 6.6 eV

Here are the Löwdin charges for atoms 1 to 99, given in e: Pt 0.658; N 0.177; C -0.541; O 0.019; C -0.185; C -0.296; H 0.117; H 0.106; H 0.121; H 0.099; H 0.067; H 0.002; C 0.003; C -0.422; C -0.030; C -0.083; C 0.006; C -0.050; C -0.054; C -0.228; P 1.142; C -0.370; C -0.088; C -0.064; C -0.067; C -0.064; C -0.110; C -0.361; C -0.121; C -0.067; C -0.065; C -0.061; C -0.080; C -0.204; O -0.028; C -0.202; C -0.238; C -0.072; C -0.051; C 0.001; C -0.083; P 1.018; C -0.347; C -0.141; C -0.073; C -0.073; C -0.073; C -0.066; C -0.387; C -0.116; C -0.067; C -0.072; C -0.068; C -0.137; H 0.095; H 0.095; H 0.096; H 0.081; H 0.082; H 0.105; H 0.115; H 0.112; H 0.109; H 0.100; H 0.111; H 0.109; H 0.111; H 0.105; H 0.081; H 0.111; H 0.109; H 0.111; H 0.097; H 0.094; H 0.111; H 0.113; H 0.052; H 0.109; H 0.109; H 0.109; H 0.101; H 0.098; H 0.109; H 0.106; H 0.107; H 0.060; C -0.063; C -0.208; N -0.084; C -0.216; C -0.054; C -0.403; C -0.002; N 0.105; H 0.077; H 0.068; H 0.064; H 0.107; H 0.115

=====

- Number 2 is which compound?
  C48H52N3O2P2Pt

=====

- total charge of number 1 (C48H52F11N5O7S2V)?
  -2

=====

- The lowest total charge belongs to which entry?
  C48H52F11N5O7S2V

=====

- The highest total charge belongs to which entry?
  C48H52N3O2P2Pt